P) Formula: CH5FNO
Source: the Open Molecules 2025 dataset
Level of theory: ωB97M-V/def2-TZVPD

As for the LUMO energy (spin up / spin down): -6.243 / -6.275 eV. Its charge is +1.

```
9
Properties=species:S:1:pos:R:3:nbo_charge:R:1
C 0.50 0.04 -0.74 0.051
N -0.27 0.02 0.53 -0.745
O 2.02 1.30 -0.13 -0.134
F 2.99 0.46 0.20 -0.096
H 1.11 -0.78 -0.69 0.219
H 0.06 0.51 -1.68 0.278
H -0.86 0.81 0.50 0.442
H 0.34 0.46 1.32 0.511
H -0.94 -0.74 0.62 0.475
```

Q) Formula: CH5FNO
Source: the Open Molecules 2025 dataset
Level of theory: ωB97M-V/def2-TZVPD

As for the LUMO energy: -5.927 eV. Its charge is +1.

```
9
Properties=species:S:1:pos:R:3:nbo_charge:R:1
C 0.67 -0.01 -0.15 0.180
N 1.48 0.96 0.16 -0.600
O -2.29 -0.64 0.47 -0.321
F -2.41 0.37 -0.45 -0.150
H 0.68 -0.90 0.43 0.221
H -0.02 -0.09 -0.99 0.250
H 1.19 1.86 -0.37 0.480
H -2.97 -1.22 0.14 0.480
H 2.16 0.74 0.85 0.460
```

Stability, descending: Q), P)

P) Formula: C2H3O3S
Source: the Open Molecules 2025 dataset
Level of theory: ωB97M-V/def2-TZVPD

As for the LUMO energy: 3.949 eV. Its charge is -1.

```
9
Properties=species:S:1:pos:R:3:nbo_charge:R:1
C -1.67 -0.83 1.47 -0.012
C -0.08 -0.43 -0.18 -0.345
O 1.28 1.27 -2.07 -1.017
O 2.84 0.84 -0.30 -1.013
O -1.23 0.00 0.50 -0.481
S 1.45 1.29 -0.65 1.487
H -2.55 -0.41 2.09 0.052
H 0.36 -1.29 0.30 0.169
H -0.39 -0.45 -1.16 0.161
```

Q) Formula: C2H3O3S
Source: the Open Molecules 2025 dataset
Level of theory: ωB97M-V/def2-TZVPD

As for the LUMO energy (spin up / spin down): 3.097 / 3.838 eV. Its charge is -1.

```
9
Properties=species:S:1:pos:R:3:nbo_charge:R:1
C 1.94 -0.20 -0.17 -0.190
C 0.96 0.81 0.19 0.000
O -3.56 1.09 -0.24 -0.993
O -2.94 -1.29 0.29 -0.995
O 1.80 0.23 1.19 -0.509
S -2.66 -0.05 -0.48 1.195
H 1.72 -1.23 -0.41 0.171
H 3.00 0.05 -0.49 0.154
H -0.26 0.58 0.13 0.167
```

Stability, descending: Q), P)

P) Formula: C2H3O3S
Source: the Open Molecules 2025 dataset
Level of theory: ωB97M-V/def2-TZVPD

As for the LUMO energy: 3.854 eV. Its charge is -1.

```
9
Properties=species:S:1:pos:R:3:nbo_charge:R:1
C 1.39 -0.51 0.26 0.267
C 0.35 0.34 0.55 -0.706
O -2.33 0.93 0.29 -0.958
O 2.63 -0.37 0.17 -0.683
O -1.45 -1.31 -0.28 -1.008
S -1.19 0.11 -0.10 2.003
H 0.92 -1.51 -0.17 0.116
H 0.65 2.01 0.80 0.082
H -0.97 0.32 -1.52 -0.114
```

Q) Formula: C2H3O3S
Source: the Open Molecules 2025 dataset
Level of theory: ωB97M-V/def2-TZVPD

As for the LUMO energy: 4.101 eV. Its charge is -1.

```
9
Properties=species:S:1:pos:R:3:nbo_charge:R:1
C 0.25 0.89 -0.96 -0.146
C 0.03 -0.40 -0.32 -0.151
O -1.09 0.25 1.95 -1.056
O 0.14 -1.90 1.94 -1.045
O 1.13 -0.19 -1.14 -0.527
S 0.18 -0.46 1.61 1.477
H -0.32 1.18 -1.84 0.154
H 0.62 1.72 -0.36 0.168
H -0.94 -1.08 -0.90 0.126
```

R) Formula: C2H3O3S
Source: the Open Molecules 2025 dataset
Level of theory: ωB97M-V/def2-TZVPD

As for the LUMO energy (spin up / spin down): 3.907 / 3.907 eV. Its charge is -1.

```
9
Properties=species:S:1:pos:R:3:nbo_charge:R:1
C -0.17 1.11 1.03 -0.024
C 0.77 0.08 -0.74 -0.359
O -1.22 -1.75 0.21 -0.934
O -2.03 0.34 -0.77 -0.979
O 0.70 1.28 0.09 -0.565
S -0.94 -0.28 0.05 1.883
H 0.27 -0.68 2.14 -0.428
H 1.06 0.46 -1.78 0.193
H 1.56 -0.57 -0.23 0.212
```

Stability, descending: Q), P), R)

P) Formula: C2H10N3
Source: the Open Molecules 2025 dataset
Level of theory: ωB97M-V/def2-TZVPD

As for the LUMO energy (spin up / spin down): -4.353 / -4.068 eV. Its charge is +1.

```
15
Properties=species:S:1:pos:R:3:nbo_charge:R:1
C -2.74 -0.43 0.04 -0.739
C -1.32 -0.38 0.20 0.143
N 0.75 1.39 -0.01 -0.497
N -0.54 1.17 -0.01 -0.268
N 2.66 -0.43 0.06 -1.055
H -3.17 0.53 -0.24 0.252
H -3.02 -1.19 -0.70 0.268
H -3.21 -0.75 0.98 0.271
H -0.57 -1.14 0.27 0.202
H 1.03 2.36 0.05 0.399
H 1.48 0.60 0.02 0.426
H -1.20 1.93 -0.09 0.409
H 2.45 -1.29 0.56 0.393
H 2.95 -0.68 -0.88 0.398
H 3.45 0.00 0.52 0.398
```

Q) Formula: C2H10N3
Source: the Open Molecules 2025 dataset
Level of theory: ωB97M-V/def2-TZVPD

As for the LUMO energy: -2.851 eV. Its charge is +1.

```
15
Properties=species:S:1:pos:R:3:nbo_charge:R:1
C -2.03 -0.81 -1.96 -0.425
N -0.94 0.07 -1.47 -0.756
H -2.15 -0.76 -3.03 0.222
H -1.76 -1.84 -1.69 0.217
H -2.94 -0.62 -1.40 0.224
H -1.12 1.02 -1.77 0.408
H -0.09 -0.22 -1.97 0.394
H -0.59 -0.13 -0.24 0.440
N 2.02 0.82 1.77 -0.741
C 1.27 0.01 1.03 0.374
N -0.02 -0.07 0.92 -0.773
H 3.01 0.70 1.71 0.425
H 1.61 1.35 2.53 0.417
H 1.86 -0.58 0.32 0.187
H -0.55 0.37 1.67 0.385
```

R) Formula: C2H10N3
Source: the Open Molecules 2025 dataset
Level of theory: ωB97M-V/def2-TZVPD

As for the LUMO energy (spin up / spin down): -5.039 / -4.433 eV. Its charge is +1.

```
15
Properties=species:S:1:pos:R:3:nbo_charge:R:1
C 2.88 0.07 0.49 -0.774
C 1.48 0.22 0.22 0.148
N -0.86 -1.24 -0.17 -0.509
N 0.50 -1.12 -0.20 -0.247
N -2.95 0.64 -0.21 -1.084
H 3.47 -0.48 -0.32 0.270
H 3.46 0.91 0.82 0.292
H 3.05 -0.58 1.38 0.270
H 0.94 1.18 0.15 0.226
H -1.11 -2.11 -0.63 0.402
H -1.50 -0.40 -0.13 0.446
H 0.96 -1.95 -0.33 0.393
H -2.86 1.39 0.56 0.387
H -3.21 1.14 -1.00 0.392
H -3.60 -0.01 0.16 0.388
```

Stability, descending: Q), P), R)

P) Formula: C2H10N3
Source: the Open Molecules 2025 dataset
Level of theory: ωB97M-V/def2-TZVPD

As for the LUMO energy: -3.125 eV. Its charge is +1. The SMILES is NC[NH2+]CN.

```
15
Properties=species:S:1:pos:R:3:nbo_charge:R:1
N -1.98 0.21 -0.61 -0.847
C -1.29 -0.32 0.53 -0.071
N 0.12 -0.62 0.20 -0.508
C 1.02 0.57 -0.01 -0.052
N 2.35 0.12 -0.17 -0.853
H -2.43 -0.50 -1.17 0.389
H -2.61 0.97 -0.37 0.404
H -1.33 0.38 1.38 0.226
H -1.77 -1.25 0.87 0.212
H 0.18 -1.17 -0.67 0.430
H 0.55 -1.23 0.90 0.444
H 0.60 1.16 -0.83 0.221
H 0.90 1.09 0.95 0.211
H 3.10 0.73 0.13 0.412
H 2.59 -0.14 -1.12 0.383
```

Q) Formula: C2H10N3
Source: the Open Molecules 2025 dataset
Level of theory: ωB97M-V/def2-TZVPD

As for the LUMO energy: -3.299 eV. Its charge is +1.

```
15
Properties=species:S:1:pos:R:3:nbo_charge:R:1
C -0.86 1.37 -0.58 -0.702
C -0.90 -0.06 -0.22 0.604
N 0.06 -0.71 0.21 -0.736
N -2.47 -0.68 -0.18 -0.805
N 2.53 -0.31 0.50 -1.008
H 0.14 1.80 -0.88 0.260
H -1.04 1.72 0.45 0.276
H -1.64 1.71 -1.16 0.253
H -0.11 -1.56 0.88 0.420
H 1.26 -0.49 0.28 0.430
H -2.46 -1.54 -0.64 0.374
H -3.06 -0.08 -0.76 0.377
H 2.73 -1.32 0.62 0.406
H 3.31 0.10 -0.03 0.435
H 2.51 0.06 1.50 0.415
```

Stability, descending: P), Q)

P) Formula: C2H7OS
Source: the Open Molecules 2025 dataset
Level of theory: ωB97M-V/def2-TZVPD

As for the LUMO energy (spin up / spin down): 0.948 / -0.537 eV. Its charge is 0. Its spin multiplicity is 2.

```
11
Properties=species:S:1:pos:R:3:lowdin_spin:R:1
O 0.88 -0.21 3.03 0.017
H 0.73 0.69 3.33 0.001
C -0.43 0.95 0.22 0.635
S -0.49 -0.49 -0.68 0.203
C 0.22 -0.01 -2.27 0.059
H -1.27 1.48 0.66 0.038
H 0.49 1.52 0.19 0.029
H 0.45 -0.28 2.17 0.010
H -0.02 -0.82 -2.92 0.005
H -0.18 0.90 -2.69 0.002
H 1.31 -0.11 -2.27 0.002
```

Q) Formula: C2H7OS
Source: the Open Molecules 2025 dataset
Level of theory: ωB97M-V/def2-TZVPD

As for the LUMO energy (spin up / spin down): 0.810 / -1.950 eV. Its charge is 0. Its spin multiplicity is 2.

```
11
Properties=species:S:1:pos:R:3:lowdin_spin:R:1
C 1.45 0.35 -0.05 0.012
S 2.98 0.71 -0.89 0.005
H 1.53 -0.52 0.63 0.000
H 1.05 1.04 0.77 0.000
H 0.64 0.28 -0.80 0.003
H 3.47 1.67 -0.15 0.001
C -2.20 -0.75 0.12 0.084
O -1.28 -0.08 -0.67 0.807
H -1.77 -1.53 0.84 0.040
H -2.74 0.11 0.75 -0.003
H -3.14 -1.27 -0.55 0.052
```

Stability, descending: P), Q)